Formula: C6H9N
Source: the OMol25 dataset
Level of theory: the ωB97M-V functional and the def2-TZVPD basis

```
16
Properties=species:S:1:pos:R:3:forces:R:3:lowdin_charge:R:1
C 1.763834 0.322501 0.284680 0.550 -0.198 -0.357 -0.0956
N 0.994362 -0.663897 -0.346189 -0.072 0.152 0.355 -0.1509
C 0.263625 -1.466302 0.441825 0.363 -0.363 -0.078 -0.0576
C -0.941995 0.365072 0.744206 0.048 0.396 0.267 -0.1576
C -0.783985 1.092269 -0.584116 0.043 0.206 -0.078 -0.1530
C -0.227818 -0.231610 -1.126812 -0.058 0.108 -0.329 -0.1676
C -1.047079 -0.978375 -0.040813 -0.017 -0.139 0.137 -0.1948
H 2.345493 -0.078183 1.116109 -0.096 0.076 -0.034 0.0656
H 0.369899 0.641638 1.016322 -1.165 -0.299 0.211 0.1356
H 2.331806 0.968694 -0.379682 0.049 -0.098 -0.064 0.0558
H 0.593456 -1.797398 1.424164 0.010 0.014 -0.160 0.1262
H -1.641301 0.616334 1.538018 0.108 0.043 -0.190 0.0991
H -0.142341 1.980036 -0.612550 -0.095 -0.112 -0.035 0.1051
H -1.737188 1.268680 -1.093996 0.094 -0.030 0.046 0.1165
H -0.188462 -0.463477 -2.191553 0.008 0.028 0.200 0.1416
H -1.952299 -1.575989 -0.189610 0.231 0.217 0.109 0.1316
```
Forces are in eV/Å.

Output
relative energy (zero: lowest compared OMol25 entry of this formula, charge and spin)	6.268	eV
E_tot	-7851.89187	eV
orbital gap	7.892	eV
E_HOMO	-0.2600	hartree
LUMO level	0.82	eV

---

Formula: C4H11N3
Source: the OMol25 dataset
Level of theory: the ωB97M-V functional and the def2-TZVPD basis

```
18
Properties=species:S:1:pos:R:3:forces:R:3:lowdin_charge:R:1
H 1.351583 -1.563653 -0.005365 2.577 1.771 -0.761 0.0834
N 2.220804 -0.853610 -0.153707 -3.507 0.909 1.869 0.0338
C 1.621762 0.311090 0.019827 1.669 1.458 -2.469 -0.3420
N 0.307284 0.623048 -0.077433 -3.568 -1.277 -0.532 -0.1683
C -0.554621 1.897580 -0.008015 3.801 1.251 2.736 -0.0282
N -0.480113 -0.618029 -0.123354 5.498 2.671 6.411 -0.3653
C -0.934598 -0.763795 1.251927 -2.179 0.892 0.476 -0.0832
C -1.392696 -0.751082 -1.058862 -1.319 -0.849 -3.124 -0.1517
H 2.013700 1.375837 -0.140160 1.318 -1.710 0.720 0.1271
H -0.986534 2.158426 0.993194 -0.390 -1.551 -0.537 0.0717
H -1.283683 1.780981 -0.771316 -0.379 0.749 -0.626 0.0433
H 0.103729 2.902862 0.105312 -0.941 -2.365 -1.813 0.1289
H -1.092962 -1.804604 1.655541 0.189 0.802 -0.914 0.0797
H -0.088966 -0.273524 1.881837 -2.297 -0.627 -0.582 0.1171
H -2.141870 -0.252832 1.151891 3.267 -0.941 1.444 0.1510
H -2.162383 0.032965 -1.018338 -0.392 -0.199 -0.636 0.0813
H -1.716666 -1.674008 -0.634250 -1.837 -1.232 -1.296 0.0936
H -0.770856 -0.905066 -1.966142 -1.509 0.249 -0.368 0.1278
```
Forces are in eV/Å.

Output
relative energy (zero: lowest compared OMol25 entry of this formula, charge and spin)	6.304	eV
E_tot	-8791.31503	eV
orbital gap	9.328	eV
E_HOMO	-0.3161	hartree
LUMO level	0.73	eV
SMILES	[H]/N=C\N(C)N(C)C

---

Formula: C30H28FeN5O4PS3
Source: the OMol25 dataset
Level of theory: the ωB97M-V functional and the def2-TZVPD basis

```
72
Properties=species:S:1:pos:R:3:forces:R:3:lowdin_charge:R:1
Fe 0.423012 0.716702 0.395715 0.419 -0.298 -0.055 0.4255
O 0.122183 -1.617865 -2.747004 0.089 -0.053 -0.086 0.1265
C 0.678939 -0.884562 -1.984803 0.223 0.387 0.322 -0.6496
O 0.044885 0.062155 -1.284425 -0.317 -0.070 -0.027 -0.2396
C 2.178030 -0.926669 -1.677830 0.019 -0.042 0.117 -0.1845
P 2.364557 -0.505553 0.093754 -0.092 -0.570 -0.478 1.1007
C 4.066147 0.004998 0.386422 -0.154 0.214 0.036 -0.3373
C 5.099704 -0.928354 0.472263 0.001 -0.109 -0.086 -0.0806
C 6.405791 -0.494508 0.618551 0.000 -0.007 0.000 -0.0593
C 6.687299 0.865002 0.683662 -0.015 0.026 -0.003 -0.0551
C 5.662059 1.794660 0.597432 0.056 -0.056 0.020 -0.0499
C 4.351688 1.364861 0.446998 -0.021 0.118 0.102 -0.0729
C 2.141647 -2.082197 0.966540 0.025 0.105 -0.043 -0.3385
C 2.754035 -2.291603 2.200475 0.050 0.070 0.094 -0.1207
C 2.547049 -3.472685 2.894073 -0.019 -0.041 0.021 -0.0696
C 1.713157 -4.451649 2.368996 0.007 0.021 -0.021 -0.0641
C 1.089211 -4.243151 1.147165 0.021 -0.017 0.013 -0.0582
C 1.304146 -3.065894 0.444188 -0.106 -0.032 -0.083 -0.0610
H 2.661731 -0.141018 -2.262005 0.017 0.041 0.013 0.1117
H 2.623388 -1.884397 -1.940981 -0.013 0.012 -0.022 0.1099
H 4.890969 -1.990168 0.418708 -0.014 0.029 0.008 0.1143
H 7.205833 -1.219945 0.681227 0.002 0.007 0.000 0.1131
H 7.710121 1.197410 0.804099 -0.005 -0.003 -0.006 0.1127
H 5.874606 2.852787 0.654925 -0.002 0.048 -0.018 0.0999
H 3.549759 2.090003 0.397938 0.041 -0.005 -0.051 0.0708
H 3.398682 -1.531046 2.626438 0.000 -0.019 -0.033 0.1135
H 3.040899 -3.629403 3.844364 -0.002 -0.005 -0.008 0.1126
H 1.558645 -5.378380 2.905974 -0.007 0.012 0.001 0.1114
H 0.443257 -5.002543 0.726924 0.005 -0.001 0.006 0.1139
H 0.811721 -2.939780 -0.513803 0.034 0.022 0.029 0.1057
N 6.201442 6.018893 -0.961220 0.087 -0.030 -0.006 0.1271
C 5.002731 5.555573 -0.500135 -0.110 -0.075 -0.009 -0.3178
C 4.047620 5.038534 -1.393386 0.040 0.018 0.116 -0.0132
C 2.854292 4.538031 -0.921430 -0.008 0.004 -0.085 -0.0577
C 2.591033 4.531318 0.446608 -0.144 -0.088 -0.123 -0.3207
C 3.518166 5.053407 1.339381 0.010 -0.057 0.120 -0.0545
C 4.714733 5.555642 0.873801 0.048 -0.001 -0.050 -0.0280
S 1.041455 3.948292 1.009415 0.082 0.129 -0.056 0.6212
O 0.819229 4.497289 2.319127 0.120 -0.036 -0.099 -0.3063
O 0.103863 4.097274 -0.059154 -0.036 0.010 0.004 -0.2717
N 1.187264 2.309357 1.218519 0.359 0.013 0.043 -0.1901
C 1.261281 1.722125 2.431329 -0.532 -0.481 -0.131 -0.7206
S 1.622401 2.225167 4.020815 0.012 -0.006 0.134 1.1157
C 1.220648 0.628158 4.580449 -0.005 -0.052 -0.029 -0.3574
C 0.825150 -0.167608 3.561661 0.056 -0.055 0.145 -0.2339
N 0.859997 0.449551 2.338950 0.093 0.823 0.141 -0.0889
H 6.312026 6.200367 -1.942620 -0.006 0.010 -0.005 0.1030
H 6.794935 6.546189 -0.346484 -0.021 0.036 0.002 0.1021
H 4.245260 5.053183 -2.457973 0.010 -0.004 0.008 0.1180
H 2.104579 4.177731 -1.614986 0.013 -0.016 0.031 0.1208
H 3.287196 5.086016 2.396454 0.005 -0.005 -0.011 0.1166
H 5.433967 5.968289 1.570682 -0.003 0.010 -0.007 0.1179
H 1.315056 0.369504 5.622421 -0.003 0.013 -0.028 0.0729
H 0.532210 -1.203978 3.637494 0.003 0.033 0.001 0.1175
N -2.420044 -0.397777 2.715124 -0.004 -0.053 0.057 0.1282
C -2.149138 0.830775 2.263844 -0.102 0.101 -0.052 -0.7202
S -1.824575 0.974890 0.567647 -0.103 -0.083 -0.024 0.8391
N -2.204674 1.823546 3.135205 0.083 -0.078 0.062 0.1117
C -2.076353 3.240495 2.974502 -0.046 0.125 -0.041 -0.2411
C -2.429585 3.905374 1.811046 -0.039 0.023 0.067 -0.0510
C -2.324330 5.288366 1.778694 -0.042 0.018 0.009 -0.0642
C -1.901443 5.996086 2.891471 -0.029 0.022 -0.022 -0.0703
C -1.573135 5.319797 4.056552 -0.015 -0.013 0.046 -0.0739
C -1.655946 3.940518 4.099653 -0.040 -0.007 -0.031 -0.0514
H -2.447820 -1.144000 2.040740 0.003 -0.012 0.007 0.1062
H -2.794019 -0.564995 3.636599 0.019 -0.008 -0.017 0.1255
H -2.359255 1.556207 4.098032 -0.021 -0.024 0.032 0.1562
H -2.779344 3.369474 0.942701 0.013 0.034 0.033 0.0753
H -2.584710 5.811280 0.868303 0.009 -0.008 0.008 0.1188
H -1.829364 7.074649 2.851145 0.000 -0.009 0.007 0.1128
H -1.245531 5.863963 4.932150 0.001 -0.002 -0.008 0.1135
H -1.393643 3.405244 5.005880 0.000 -0.005 -0.003 0.1117
```
Forces are in eV/Å.

Output
E_tot	-123382.40683	eV
orbital gap (spin up / spin down)	6.847 / 7.455	eV
E_HOMO (spin up / spin down)	-0.3922 / -0.3925	hartree
LUMO level (spin up / spin down)	-3.83 / -3.23	eV
2S+1	2
charge	+1
⟨S²⟩	1.11

---

Formula: C42H38F15GeN7SSiV
Source: the OMol25 dataset
Level of theory: the ωB97M-V functional and the def2-TZVPD basis

```
106
Properties=species:S:1:pos:R:3:forces:R:3:lowdin_charge:R:1
V 0.148370 -0.914157 0.856410 -1.365 0.521 1.108 0.5356
C -1.060858 -4.760307 -0.813399 0.007 -0.038 0.056 0.0049
C -0.394665 -3.519921 -0.298359 0.289 0.043 -0.213 -0.2415
N -0.923580 -2.667983 0.487570 -0.018 -0.624 -0.309 -0.0500
C -2.125375 -2.921388 1.250053 0.018 0.013 -0.012 -0.1593
C -1.585874 -3.285250 2.638826 -0.048 -0.070 0.061 -0.1655
N -0.570051 -2.318250 3.063981 -0.042 0.038 -0.077 -0.0601
C -1.045363 -1.377860 4.070033 -0.010 0.001 0.133 -0.1951
C -1.884898 -0.287015 3.421961 0.020 -0.055 -0.011 -0.1753
N -1.187864 0.289479 2.272334 0.076 0.288 -0.156 -0.1121
C -0.260373 1.382427 2.636402 0.014 -0.002 -0.029 -0.1750
C 1.146974 0.843527 2.833844 0.214 -0.079 -0.227 -0.2174
N 1.497745 0.129112 1.611727 0.589 0.471 0.523 -0.1528
C 2.885029 0.000403 1.253398 0.041 -0.166 0.100 -0.4786
C 3.702420 1.251783 1.605757 0.117 0.029 -0.061 -0.0220
C 2.643892 -1.539163 -0.625111 0.020 0.058 0.127 -0.3461
C 3.471349 -2.310462 -1.447536 0.048 -0.054 -0.055 0.0123
C 3.047412 -3.547796 -1.875651 0.007 0.073 0.045 -0.0261
C 1.781852 -3.999935 -1.510048 -0.080 0.071 -0.052 0.0009
C 0.998435 -3.181467 -0.723129 -0.137 -0.114 0.069 -0.1791
N 1.447750 -1.996894 -0.252972 0.260 -0.615 -0.481 0.0648
H -2.131661 -4.603449 -0.924553 0.009 0.005 0.015 0.0843
H -0.907092 -5.604822 -0.138403 0.017 -0.014 0.022 0.1016
H -0.664212 -5.034903 -1.787411 -0.010 0.012 0.000 0.0785
H -2.758163 -3.715011 0.847155 0.053 -0.005 0.048 0.1169
H -2.709870 -2.001441 1.279425 -0.002 0.012 -0.020 0.1025
H -1.126576 -4.276221 2.575192 -0.041 0.024 -0.001 0.1217
H -2.406214 -3.346848 3.364338 0.040 -0.010 -0.046 0.1238
H 0.276511 -2.773255 3.371923 0.012 0.030 -0.012 0.0663
H -0.178694 -0.938949 4.562526 -0.014 -0.013 -0.010 0.1053
H -1.643110 -1.879973 4.845257 0.040 0.050 -0.020 0.1205
H -2.118522 0.485370 4.164670 -0.039 -0.055 -0.027 0.1253
H -2.838521 -0.695373 3.080003 0.028 -0.026 -0.022 0.1171
H -1.871620 0.651259 1.615361 -0.049 0.066 -0.022 0.0558
H -0.617885 1.926293 3.519235 -0.007 -0.020 -0.027 0.1258
H -0.234880 2.068020 1.785520 0.030 -0.001 0.078 0.1068
H 1.212544 0.185603 3.710578 0.022 0.082 0.060 0.0957
H 1.811525 1.688822 3.035666 -0.053 0.018 -0.024 0.1086
H 3.986391 1.247000 2.657455 -0.036 0.010 0.013 0.0974
H 3.129602 2.150666 1.404848 -0.030 0.047 -0.013 0.0650
H 4.615647 1.289494 1.014996 0.027 -0.014 0.042 0.0682
H 4.442763 -1.916896 -1.709507 0.032 -0.003 -0.015 0.1227
H 3.689520 -4.163529 -2.489827 0.018 -0.014 -0.020 0.1149
H 1.421128 -4.962231 -1.839524 0.004 0.012 -0.041 0.1074
C 2.482283 -3.967281 4.073033 0.028 -0.034 0.031 -0.0366
C 3.393402 -3.062702 3.292745 0.002 -0.041 0.033 -0.3177
C 4.752113 -3.311572 3.207745 -0.023 0.032 -0.012 -0.0301
C 5.535400 -2.462532 2.437297 0.001 -0.019 0.015 -0.0473
C 4.934174 -1.401918 1.797133 -0.004 -0.038 -0.020 -0.0162
C 3.562398 -1.201922 1.959982 0.052 0.048 -0.036 -0.2012
N 2.812232 -2.018587 2.685812 -0.034 -0.016 0.052 0.1777
N 3.037579 -0.271056 -0.201777 -0.078 -0.006 -0.155 -0.0258
Si 2.998354 0.981251 -1.493562 0.096 0.038 0.076 0.5048
C 4.775709 1.376452 -1.951630 -0.034 -0.031 0.019 -0.1646
C 2.135994 2.533885 -0.932549 -0.066 -0.031 0.021 -0.1583
C 2.163568 0.264264 -3.007535 -0.029 -0.053 0.076 -0.1572
H 3.030440 -4.784334 4.538950 -0.002 -0.005 0.001 0.0766
H 1.727452 -4.400811 3.412760 -0.001 -0.020 -0.011 0.0721
H 1.968827 -3.410396 4.858272 -0.021 0.028 0.014 0.0812
H 5.185820 -4.151708 3.730583 0.015 -0.051 0.003 0.1081
H 6.599157 -2.633639 2.339260 0.029 -0.015 -0.008 0.1095
H 5.505047 -0.740765 1.161887 0.022 0.040 -0.003 0.1139
H 5.419214 1.467076 -1.077501 0.044 0.039 0.062 0.0156
H 4.837616 2.314050 -2.503860 -0.022 0.083 -0.071 0.0343
H 5.189524 0.596618 -2.592652 0.047 -0.066 -0.006 0.0229
H 2.780091 3.211962 -0.376414 0.054 0.050 0.024 0.0350
H 1.254259 2.288315 -0.337865 -0.029 -0.021 0.014 0.0080
H 1.798461 3.058753 -1.827970 -0.017 0.030 -0.045 0.0363
H 1.542230 -0.604312 -2.794920 -0.059 0.022 0.009 0.0076
H 2.898032 -0.004611 -3.765761 0.063 -0.048 -0.081 0.0335
H 1.493301 1.013088 -3.431265 -0.012 0.062 -0.028 0.0343
F -3.133297 2.686840 1.162642 -0.031 -0.046 0.018 0.0820
C -2.241823 3.514974 0.600854 0.047 0.112 0.091 -0.2371
C -1.806472 3.325329 -0.696928 0.027 0.083 0.034 -0.1528
C -0.880527 4.259108 -1.140426 0.083 0.132 0.021 -0.2519
F -0.380658 4.165661 -2.387228 -0.007 -0.010 0.008 0.0670
C -0.399306 5.303077 -0.368878 -0.031 -0.014 0.035 -0.1434
F 0.505979 6.158641 -0.853550 -0.054 -0.054 0.027 0.1192
C -0.860984 5.445797 0.928426 0.024 0.032 0.009 -0.1334
F -0.412201 6.437152 1.702693 -0.036 -0.099 -0.076 0.1242
C -1.791077 4.545064 1.413732 0.013 0.002 -0.008 -0.1504
F -2.236707 4.665743 2.672062 0.025 -0.019 -0.101 0.1106
Ge -2.101227 1.854439 -2.031639 -0.143 -0.220 0.207 0.8869
S -0.757344 0.092978 -0.896754 -0.056 0.138 -0.666 0.2968
C -2.950993 3.087709 -3.422699 -0.029 0.027 -0.042 -0.1551
C -4.136296 3.739667 -3.155313 -0.103 0.125 -0.139 -0.2230
F -4.739210 3.590750 -1.960393 0.013 -0.033 0.060 0.0829
C -4.764829 4.564971 -4.075132 -0.006 0.021 -0.032 -0.1399
F -5.917075 5.182467 -3.783654 0.080 -0.049 -0.006 0.1119
C -4.184425 4.752034 -5.318837 0.004 0.004 0.002 -0.1337
F -4.771919 5.543946 -6.220894 0.057 -0.079 0.089 0.1208
C -2.990630 4.117101 -5.623004 -0.056 -0.018 0.110 -0.1396
F -2.430716 4.299194 -6.823234 -0.005 -0.009 0.038 0.1154
C -2.401726 3.301257 -4.668941 -0.004 0.074 -0.128 -0.2434
F -1.247240 2.704905 -5.007292 0.042 -0.038 -0.005 0.0797
C -3.654239 0.569528 -1.888678 -0.003 -0.023 0.006 -0.1790
C -3.948763 -0.075946 -3.081187 -0.124 -0.124 -0.067 -0.2332
F -3.406905 0.347320 -4.236774 0.034 0.032 0.030 0.0824
C -4.747048 -1.206880 -3.177008 -0.012 0.043 0.091 -0.1413
F -4.973325 -1.792499 -4.356770 0.007 0.028 0.030 0.1174
C -5.295987 -1.741952 -2.026967 -0.042 -0.048 -0.033 -0.1382
F -6.063050 -2.837061 -2.081812 0.081 0.122 -0.001 0.1169
C -5.034036 -1.132069 -0.813987 -0.031 -0.035 0.050 -0.1458
F -5.552724 -1.651288 0.314546 0.098 0.064 -0.136 0.0977
C -4.224696 -0.009964 -0.766919 -0.032 -0.063 0.049 -0.2436
F -3.992135 0.465980 0.468728 0.074 -0.019 -0.037 0.0620
```
Forces are in eV/Å.

Output
relative energy (zero: lowest compared OMol25 entry of this formula, charge and spin)	0.000	eV
E_tot	-196280.77800	eV
orbital gap (spin up / spin down)	5.257 / 6.611	eV
E_HOMO (spin up / spin down)	-0.2206 / -0.2767	hartree
LUMO level (spin up / spin down)	-0.75 / -0.92	eV
2S+1	4
⟨S²⟩	3.79